# 1
The following is a DFT calculation (wB97M-V/def2-TZVPD) of a cluster of 2 separate species, C4H12N2O2 in total.

As for the lowest unoccupied orbital energy: 0.0168 hartree. Its energy relative to the best compared isomer or geometry (same formula, charge and spin) is 70.79 kcal per mole. Its gap between HOMO and LUMO is 0.36962 Ha. Its highest occupied orbital energy is -0.3529 hartree. As for the SMILES: CN(C)C(=O)CN.O.

Geometry (Å):
C -1.082 -1.373 -0.126
N -0.177 -0.281 -0.620
C -0.297 -0.191 -2.126
C 1.110 -0.389 -0.014
O 1.379 -1.269 0.809
C 1.695 0.944 0.058
N 2.545 1.086 1.317
H -0.558 -2.264 -0.434
H -2.009 -1.401 -0.611
H -1.109 -1.223 0.954
H 0.738 0.133 -2.528
H -0.603 -1.195 -2.526
H -1.147 0.433 -2.453
H 0.949 1.819 -0.168
H 2.451 1.050 -0.770
H 2.102 0.485 2.050
H 3.496 0.710 1.135
O -3.472 1.022 2.275
H -2.576 1.253 2.366
H -3.436 0.653 1.413

=====

# 2
The following is a DFT calculation (wB97M-V/def2-TZVPD) of a cluster of 29 separate species, C19H81F5NO29P in total.

As for the lowest unoccupied orbital energy: -0.0148 hartree. Its gap between HOMO and LUMO is 0.27398 Ha. Its highest occupied orbital energy is -0.2888 hartree.

Geometry (Å):
C 1.200 -3.706 1.327
C -0.133 -2.953 1.256
C -0.033 -1.570 0.617
F -1.320 -1.287 0.114
C 0.500 -0.385 1.451
C 0.291 -0.507 2.946
F 0.688 0.647 3.571
F 1.076 -1.468 3.481
C -1.212 -0.755 3.351
F -1.683 0.262 4.115
F -1.255 -1.846 4.153
C 2.010 -0.422 1.043
N 2.006 0.257 -0.279
C 0.754 0.759 -0.535
O 0.244 0.949 -1.621
C 0.200 1.050 0.849
C -1.195 1.702 0.970
C -2.276 1.247 -0.046
C -3.452 0.491 0.542
C -4.078 -0.495 -0.228
C -5.181 -1.196 0.232
C -5.681 -0.938 1.509
C -5.075 0.035 2.291
C -3.983 0.747 1.805
P 1.506 2.413 1.321
C 0.829 3.557 2.587
C 1.757 3.448 -0.175
H 1.465 -4.071 0.343
H 1.999 -3.153 1.811
H 1.036 -4.590 1.943
H -0.746 -3.523 0.554
H -0.665 -2.982 2.203
H 0.603 -1.723 -0.254
H -1.860 -0.896 2.486
H 2.712 -0.038 1.782
H 2.399 -1.417 0.818
H 2.431 -0.271 -1.034
H -1.549 1.614 1.995
H -1.072 2.764 0.796
H -1.896 0.647 -0.861
H -2.713 2.125 -0.491
H -3.700 -0.696 -1.225
H -5.669 -1.941 -0.383
H -6.545 -1.482 1.866
H -5.477 0.243 3.274
H -3.532 1.508 2.428
H 0.408 4.448 2.116
H 1.582 3.887 3.295
H 0.002 3.102 3.131
H 0.856 3.680 -0.746
H 2.171 4.387 0.191
H 2.507 2.969 -0.797
O -2.020 -1.908 -2.713
H -1.747 -1.267 -2.040
H -1.549 -1.643 -3.515
O 3.654 0.487 3.616
H 4.131 1.098 4.188
H 2.778 0.424 4.013
O -4.060 2.136 -2.320
H -3.441 1.756 -2.959
H -4.880 1.651 -2.482
O 0.227 -2.319 -4.746
H 0.384 -2.707 -5.614
H -0.162 -3.044 -4.237
O 1.064 -6.219 -0.277
H 1.099 -6.552 -1.185
H 0.607 -6.906 0.222
O 2.084 6.363 4.042
H 1.305 6.902 4.210
H 2.493 6.273 4.907
O -2.118 5.119 -0.259
H -1.862 4.913 -1.167
H -3.084 5.186 -0.299
O -5.132 -4.627 0.734
H -4.846 -3.932 1.337
H -4.631 -4.460 -0.070
O 5.778 2.866 2.166
H 6.266 2.872 2.995
H 5.121 2.167 2.262
O -0.477 -4.355 -2.405
H -1.000 -3.533 -2.339
H -0.848 -4.942 -1.734
O -0.049 4.770 5.321
H -0.067 3.813 5.413
H -0.498 5.075 6.119
O 2.495 -0.259 -3.128
H 2.605 -0.364 -4.079
H 1.579 0.037 -3.014
O -4.724 4.667 -1.220
H -5.683 4.658 -1.270
H -4.455 3.910 -1.783
O -5.496 0.795 -4.384
H -5.250 0.657 -5.304
H -6.433 1.016 -4.419
O -2.078 7.540 -2.191
H -2.914 7.972 -2.388
H -2.271 6.981 -1.428
O 1.331 -7.659 -2.925
H 1.263 -6.816 -3.397
H 1.804 -8.217 -3.548
O 2.743 -6.023 -4.584
H 3.178 -5.510 -3.892
H 3.033 -5.594 -5.392
O 6.207 -0.715 2.502
H 6.396 -0.840 1.566
H 5.285 -0.428 2.524
O 5.079 -4.494 -5.105
H 5.506 -3.991 -4.405
H 5.370 -4.066 -5.922
O -1.549 1.677 -3.922
H -1.047 1.583 -3.102
H -1.285 0.924 -4.458
O -0.957 -9.066 -1.595
H -1.791 -8.813 -2.002
H -0.332 -8.378 -1.862
O 8.961 0.002 3.346
H 8.770 -0.166 4.273
H 8.137 -0.223 2.895
O -2.957 6.941 1.956
H -3.913 6.902 1.856
H -2.618 6.241 1.384
O 2.170 -3.778 -2.909
H 1.261 -4.069 -2.666
H 2.014 -3.032 -3.498
O 6.473 -2.862 -7.220
H 6.925 -2.345 -6.545
H 6.738 -2.455 -8.050
O -3.181 2.492 5.098
H -3.149 3.216 4.460
H -2.589 1.826 4.732
O -2.550 4.554 6.830
H -3.153 5.282 7.006
H -3.095 3.840 6.472
O 4.165 2.367 -3.091
H 4.707 2.327 -2.297
H 3.502 1.675 -2.973

=====

# 3
The following is a DFT calculation (wB97M-V/def2-TZVPD) of a structure of composition C10H21Cl3IO3P2Pt.

As for the lowest unoccupied orbital energy (alpha / beta): -0.4347 / -0.5601 hartree. The expectation value of S² is 6.0224. Its energy relative to the best compared isomer or geometry (same formula, charge and spin) is 54.01 kcal per mole. As for the spin multiplicity: 5. Its gap between HOMO and LUMO (alpha / beta) is 0.25662 / 0.14846 Ha. As for the net charge: +3. Its highest occupied orbital energy (alpha / beta) is -0.6913 / -0.7086 hartree.

Geometry (Å):
C -0.775 0.012 -2.038
I 1.332 0.217 2.783
H 0.099 0.106 -2.681
H -1.443 0.867 -2.123
H -1.297 -0.933 -2.176
Pt -0.008 0.094 -0.134
P 0.212 2.381 0.003
C -1.215 3.206 0.763
C 1.647 2.973 0.944
H 1.856 4.006 0.650
H 0.620 4.200 -1.504
H 2.510 2.343 0.723
H 1.236 2.650 -2.150
H -1.322 2.859 1.797
H 1.425 2.918 2.016
C 0.401 3.135 -1.637
H -1.050 4.288 0.764
H -0.516 3.011 -2.217
H -2.132 2.972 0.216
P 0.197 -2.409 0.006
C -1.225 -3.273 0.755
C 0.386 -3.196 -1.651
H 2.486 -2.336 0.759
H 1.849 -4.005 0.696
H 1.396 -2.912 2.052
C 1.628 -2.972 0.985
H 1.202 -2.664 -2.151
H 0.643 -4.243 -1.452
H -1.090 -4.357 0.746
H -2.136 -2.968 0.231
H -0.568 -3.088 -2.181
H -1.356 -3.032 1.818
C -1.760 0.098 0.552
O -2.870 0.086 0.881
Cl -2.252 -0.478 5.573
C -2.281 0.034 3.888
Cl -4.013 0.181 3.408
Cl -1.531 1.679 3.773
C -1.409 -1.198 3.095
O -1.219 -2.177 3.705
O -0.966 -1.051 1.859

=====

# 4
The following is a DFT calculation (wB97M-V/def2-TZVPD) of a cluster of 2 separate species, C22H13BNO11 in total.

As for the lowest unoccupied orbital energy: 0.0320 hartree. Its gap between HOMO and LUMO is 0.29648 Ha. As for the net charge: -1. Its highest occupied orbital energy is -0.2645 hartree.

Geometry (Å):
O 2.083 -1.936 3.971
C 1.509 -1.884 2.919
C 1.649 -2.970 1.922
C 0.612 -3.269 1.150
C -0.637 -2.490 1.277
O -1.701 -2.947 0.974
C -0.485 -1.106 1.794
C -1.488 -0.090 1.425
C -1.314 0.686 0.289
C -2.278 1.638 -0.001
N -3.361 1.888 0.731
C -3.525 1.128 1.815
C -2.620 0.147 2.183
C 0.559 -0.790 2.566
C 0.799 0.600 3.099
O 2.147 0.829 3.461
C 2.935 1.315 2.447
C 3.816 2.346 2.762
C 4.667 2.858 1.785
C 4.649 2.370 0.482
C 3.765 1.340 0.170
C 2.921 0.815 1.149
H 2.577 -3.511 1.865
H 0.643 -4.071 0.433
H -0.453 0.542 -0.346
H -2.143 2.239 -0.890
H -4.400 1.279 2.427
H -2.799 -0.433 3.078
H 0.186 0.729 3.989
H 0.458 1.339 2.378
H 3.861 2.749 3.761
H 5.366 3.646 2.024
H 5.303 2.754 -0.283
H 3.718 0.927 -0.824
H 2.262 0.008 0.863
B -2.255 -0.668 -4.373
O -2.334 -0.951 -5.818
C -3.579 -0.743 -6.234
O -3.977 -0.882 -7.354
C -4.411 -0.293 -5.028
O -5.576 -0.018 -5.040
O -3.612 -0.260 -3.967
O -1.795 -1.853 -3.613
C -0.685 -1.549 -2.963
O -0.056 -2.280 -2.250
C -0.339 -0.090 -3.275
O 0.604 0.514 -2.841
O -1.263 0.396 -4.085

=====

# 5
The following is a DFT calculation (wB97M-V/def2-TZVPD) of a cluster of 5 separate species, C30H75N5O10 in total.

As for the lowest unoccupied orbital energy (alpha / beta): -0.0984 / -0.2868 hartree. The expectation value of S² is 0.7552. Its energy relative to the best compared isomer or geometry (same formula, charge and spin) is 37.20 kcal per mole. As for the spin multiplicity: 2. Its gap between HOMO and LUMO (alpha / beta) is 0.24368 / 0.05536 Ha. As for the net charge: +1. Its highest occupied orbital energy (alpha / beta) is -0.3421 / -0.3421 hartree.

Geometry (Å):
C 0.362 -12.918 -2.936
O 0.774 -12.145 -1.823
C -0.107 -11.865 -0.789
C 0.574 -10.928 0.225
N 0.359 -9.402 0.070
C 0.649 -8.694 -1.164
C 2.113 -8.352 -1.481
O 2.521 -7.096 -0.967
C 1.593 -6.001 -1.025
H -0.537 -12.437 -3.322
H 0.131 -13.944 -2.650
H 1.119 -12.864 -3.719
H -0.305 -12.839 -0.342
H -1.030 -11.298 -0.910
H 1.645 -11.131 0.191
H 0.316 -11.208 1.246
H 0.786 -8.820 0.776
H -0.038 -7.850 -1.100
H 0.483 -9.314 -2.045
H 2.284 -8.224 -2.550
H 2.867 -9.070 -1.160
H 0.764 -5.972 -0.319
H 1.112 -6.066 -2.001
H 2.099 -5.057 -0.825
C -10.727 6.845 1.291
O -9.691 6.003 1.645
C -8.609 5.919 0.691
C -7.940 4.590 1.020
N -6.500 4.598 0.936
C -5.823 3.424 1.579
C -4.277 3.687 1.606
O -3.821 3.688 0.216
C -2.451 3.763 0.235
H -11.275 6.572 0.389
H -10.406 7.871 1.109
H -11.504 6.957 2.046
H -7.956 6.755 0.944
H -8.867 5.899 -0.368
H -8.261 3.750 0.404
H -8.115 4.155 2.003
H -6.194 4.772 -0.011
H -5.911 2.461 1.077
H -6.086 3.305 2.630
H -3.659 2.966 2.141
H -4.164 4.733 1.891
H -2.073 3.516 -0.758
H -1.999 3.106 0.978
H -2.278 4.787 0.565
C 4.587 7.050 -0.838
O 4.228 7.747 0.320
C 2.830 7.948 0.399
C 2.562 8.684 1.707
N 2.998 7.999 3.011
C 2.316 6.766 3.213
C 3.324 5.585 2.918
O 2.475 4.444 2.721
C 2.894 3.605 1.625
H 5.672 6.966 -0.777
H 4.260 7.566 -1.740
H 4.298 6.000 -0.803
H 2.324 6.990 0.514
H 2.432 8.500 -0.452
H 1.475 8.719 1.774
H 2.912 9.716 1.702
H 4.001 7.926 2.914
H 1.405 6.755 2.614
H 2.112 6.769 4.283
H 4.065 5.285 3.659
H 3.785 5.990 2.017
H 3.972 3.493 1.734
H 2.694 4.200 0.734
H 2.448 2.617 1.513
C 1.567 1.238 -0.928
O 1.317 2.605 -1.158
C 0.844 2.774 -2.524
C 2.132 2.840 -3.371
N 2.491 1.526 -3.792
C 3.530 1.496 -4.794
C 3.193 1.834 -6.206
O 2.314 0.842 -6.810
C 1.862 1.105 -8.125
H 2.586 1.048 -1.265
H 0.840 0.632 -1.468
H 1.514 0.987 0.131
H 0.419 3.772 -2.625
H 0.104 2.050 -2.866
H 3.004 3.177 -2.811
H 1.842 3.572 -4.126
H 1.723 0.968 -4.136
H 4.149 0.599 -4.802
H 4.276 2.235 -4.503
H 4.102 1.904 -6.803
H 2.867 2.871 -6.297
H 1.078 1.861 -8.084
H 1.375 0.237 -8.569
H 2.606 1.437 -8.850
C 0.095 -6.483 4.805
O 1.078 -5.701 4.241
C 1.292 -5.912 2.837
C 1.820 -4.642 2.145
N 0.860 -3.598 1.869
C 0.096 -2.920 2.921
C -0.454 -1.503 2.716
O 0.389 -0.404 2.945
C -0.252 0.857 3.073
H 0.275 -6.841 5.818
H 0.091 -7.416 4.241
H -0.809 -5.910 4.597
H 0.449 -6.234 2.225
H 2.073 -6.665 2.937
H 2.339 -5.037 1.272
H 2.643 -4.366 2.804
H 1.281 -2.873 1.305
H 0.769 -2.981 3.776
H -0.754 -3.576 3.109
H -1.322 -1.428 3.371
H -0.612 -1.527 1.637
H -0.250 1.554 2.234
H 0.362 1.157 3.922
H -1.214 0.889 3.584

=====

# 6
The following is a DFT calculation (wB97M-V/def2-TZVPD) of a cluster of 2 separate species, C5H9N2O in total.

As for the lowest unoccupied orbital energy (alpha / beta): -0.1940 / -0.1941 hartree. Its energy relative to the best compared isomer or geometry (same formula, charge and spin) is 84.47 kcal per mole. Its gap between HOMO and LUMO (alpha / beta) is 0.23334 / 0.23327 Ha. As for the net charge: +1. Its highest occupied orbital energy (alpha / beta) is -0.4274 / -0.4274 hartree.

Geometry (Å):
C -1.109 0.277 1.936
C -1.694 1.239 1.162
C 0.135 -0.028 1.405
C 0.151 0.861 0.282
C -0.240 -0.614 -2.150
N 1.147 -0.907 1.609
N 1.048 -0.699 -2.493
O -0.905 1.666 0.208
H -1.730 -0.129 2.641
H -2.687 1.781 1.207
H 1.172 1.246 -0.254
H -0.834 0.227 -2.357
H 1.983 -0.644 1.118
H -0.838 -1.359 -1.680
H 1.479 -1.529 -2.168
H 1.212 -1.327 2.452
H 1.709 -0.061 -2.918

=====

# 7
The following is a DFT calculation (wB97M-V/def2-TZVPD) of a structure of composition C20H24FeO3.

As for the lowest unoccupied orbital energy (alpha / beta): 0.0026 / -0.0231 hartree. The expectation value of S² is 6.0646. As for the spin multiplicity: 5. Its gap between HOMO and LUMO (alpha / beta) is 0.23743 / 0.24931 Ha. Its highest occupied orbital energy (alpha / beta) is -0.2348 / -0.2724 hartree.

Geometry (Å):
C -2.889 -1.084 1.697
C -1.483 -0.911 1.229
C -0.587 0.129 1.808
Fe 1.243 0.198 0.969
C 1.200 2.011 1.555
O 0.744 3.086 1.514
C 0.383 0.594 -0.781
O 0.439 1.209 -1.771
C 2.844 -0.360 2.047
C 3.208 -0.005 0.701
C 2.473 -0.877 -0.195
C 1.687 -1.783 0.606
C 1.924 -1.465 1.968
H -3.016 -1.659 2.626
H -3.268 -0.077 1.870
H -3.460 -1.579 0.911
H -1.038 -1.839 0.845
H -1.165 1.067 1.738
H -0.255 -0.034 2.849
H 3.261 0.063 2.960
H 3.937 0.746 0.401
H 2.609 -0.919 -1.272
H 1.082 -2.601 0.225
H 1.511 -1.987 2.817
C -1.254 1.529 -6.184
C -2.392 2.270 -5.463
C -2.037 3.758 -5.439
C -3.680 2.082 -6.262
C -2.617 1.709 -4.037
C -2.497 2.485 -2.873
C -2.326 1.885 -1.636
C -2.224 0.465 -1.549
O -1.614 -0.186 -0.579
C -2.705 -0.278 -2.650
C -2.871 0.339 -3.876
H -1.474 0.470 -6.325
H -1.083 1.955 -7.179
H -0.310 1.612 -5.638
H -2.843 4.352 -5.000
H -1.120 3.951 -4.874
H -1.869 4.134 -6.454
H -4.500 2.631 -5.793
H -3.573 2.440 -7.291
H -3.980 1.034 -6.299
H -2.404 3.572 -2.951
H -2.167 2.501 -0.753
H -2.798 -1.351 -2.515
H -3.117 -0.287 -4.736

=====

# 8
The following is a DFT calculation (wB97M-V/def2-TZVPD) of the molecule C5H9NO.

As for the lowest unoccupied orbital energy: 0.0399 hartree. Its energy relative to the best compared isomer or geometry (same formula, charge and spin) is 67.76 kcal per mole. Its gap between HOMO and LUMO is 0.38543 Ha. Its highest occupied orbital energy is -0.3456 hartree. As for the SMILES: C[C@H]1CC/C1=N\O.

Geometry (Å):
C 0.708 1.608 -0.881
C -0.411 0.643 -0.509
C -0.643 -0.738 -1.209
C -0.617 -1.449 0.178
C -0.137 -0.138 0.751
N 0.498 0.263 1.767
O 0.715 -0.760 2.685
H 0.471 2.234 -1.746
H 1.648 1.077 -1.070
H 0.880 2.262 -0.019
H -1.363 1.184 -0.441
H -1.582 -0.829 -1.762
H 0.179 -1.051 -1.859
H 0.061 -2.297 0.302
H -1.608 -1.738 0.545
H 1.158 -0.292 3.403

=====

no.,maximum force (hartree/bohr)
1,0.087
2,0.045
3,0.131
4,0.019
5,0.079
6,0.110
7,0.107
8,0.010